Here is a molecular structure, C31H42N3OPY from the OMol25 dataset. Energies are from ωB97M-V/def2-TZVPD.

net charge	-1
energy relative to the best compared isomer or geometry (same formula, charge and spin)	898.6	kJ/mol
E_tot	-49667.4862	eV
2S+1	1

Geometry (Å):
H -1.959 1.387 3.628
H 1.382 2.576 3.004
H 4.663 -0.754 0.974
C -2.255 -3.403 -0.355
C -0.895 -1.112 -3.846
H 6.341 2.742 1.104
C -3.074 -4.071 0.568
C 3.714 3.699 1.363
C 1.442 2.789 -0.562
H -6.320 -4.211 1.656
C -4.785 -0.928 -1.835
H 2.207 -1.040 1.384
C 3.993 -0.506 0.169
H -5.090 -5.486 1.789
H 2.773 3.836 1.918
H -0.879 -4.469 -1.629
C 5.848 2.145 0.343
C -1.880 1.320 0.558
N 1.705 -0.579 -0.671
C -4.408 -3.697 0.771
H 3.763 1.039 3.387
H -2.253 1.718 -2.201
C 1.051 0.068 -2.849
C -5.251 -4.400 1.810
C 2.057 -0.035 -1.872
C -1.017 1.936 -0.453
H -0.505 -1.010 -4.817
C -1.425 2.334 -1.842
H -2.721 -2.319 -3.800
C 4.591 1.270 2.699
C -0.908 -0.848 -1.664
N -1.953 -1.592 -1.971
H -2.374 -0.176 2.897
H 3.692 0.567 -3.052
H 5.203 2.037 3.193
H 5.884 2.702 -0.606
H 2.425 2.338 -0.292
C -1.571 0.543 3.059
H -0.523 -4.610 0.105
H 1.385 0.309 -3.851
C -1.958 -1.746 -3.351
H 5.409 0.170 -1.291
H 1.359 0.795 3.190
H -3.844 1.849 1.035
Y -0.238 -0.274 0.231
H -0.127 -3.114 -0.771
P 4.205 1.968 1.004
C 4.360 -0.027 -1.091
C -2.790 -2.302 -1.044
H 3.654 4.292 0.438
H -1.758 3.378 -1.810
H 4.522 4.120 1.980
H -5.576 -0.367 -1.307
C 0.247 1.632 1.538
H 6.401 1.199 0.289
H -3.680 1.124 -0.571
H 1.406 2.698 -1.634
H -2.654 -4.912 1.127
H -0.592 2.245 -2.541
H 2.384 1.571 2.044
O 2.096 0.942 0.588
H 5.207 0.364 2.644
N -0.180 -0.565 -2.770
C -3.339 1.066 0.461
H -4.058 -0.206 -2.229
C 3.417 0.213 -2.068
C -1.076 1.121 1.781
C -0.878 -3.918 -0.673
C 1.379 1.633 2.503
H -4.997 -4.057 2.823
C 2.604 -0.697 0.422
H -5.264 -1.407 -2.704
C -4.152 -1.959 -0.941
H 1.516 3.802 -0.218
C 0.269 2.156 0.113
H -0.776 0.062 3.627
H -3.636 0.092 0.870
H -5.994 -2.390 0.101
C -4.939 -2.659 -0.008

***

Here is a molecular structure, C23H18Co2N2O8S from the OMol25 dataset. Energies are from ωB97M-V/def2-TZVPD.

net charge	-2
energy relative to the best compared isomer or geometry (same formula, charge and spin)	365.3	kJ/mol
E_tot	-129588.1133	eV
2S+1	1

Geometry (Å):
H 1.436 1.674 -4.326
S 4.041 -1.211 -3.365
Co -2.552 2.429 1.449
O -3.696 3.075 6.504
O -0.926 -0.194 5.588
C -0.763 -0.849 0.409
C -0.107 0.453 0.847
C -1.630 0.558 5.050
C -3.264 2.534 5.576
C 3.950 -2.710 -0.470
C 1.015 0.715 -0.338
C 2.363 0.070 0.031
H -2.000 -4.046 -1.289
H 2.956 0.739 -4.576
H 4.703 -0.954 0.568
C 0.944 0.784 -1.875
H 3.784 -3.050 -1.496
C 1.931 0.713 -4.184
H -2.381 0.186 -0.542
C -3.723 3.293 2.626
C -3.822 0.504 3.717
O 2.729 -0.025 1.215
H 1.044 -0.267 -5.832
C 4.424 -1.292 -0.432
Co -2.608 1.697 4.162
H 0.765 0.286 1.558
C -0.572 -3.195 0.076
O -2.022 4.309 -0.714
H -0.039 -4.127 0.268
C -2.279 3.564 0.128
H 3.033 -2.826 0.109
H -3.215 -1.878 -1.629
C -3.949 1.529 0.735
H 1.708 -1.377 -4.633
C -2.342 -1.932 -0.990
N 3.317 -0.342 -0.924
C -1.676 -3.139 -0.778
O -4.949 1.115 0.320
C -1.874 -0.768 -0.407
O -4.527 4.076 2.955
C -1.227 2.053 2.617
H 5.234 -1.138 -1.147
H 0.684 -2.052 1.449
H 1.093 1.770 -0.097
O -0.008 1.304 -2.429
H 4.715 -3.346 -0.027
C -0.116 -2.044 0.701
N 2.102 0.563 -2.650
C 1.171 -0.436 -4.763
O -4.654 -0.240 3.395
C -1.006 1.410 1.432
C 3.122 -0.294 -2.286
H -0.518 2.824 3.018
H 0.184 -0.492 -4.306

***

Here is a single C15H21NO4 molecule from the OMol25 dataset. Energies are from ωB97M-V/def2-TZVPD.

structure (SMILES)	CCCCOC(=O)Nc1ccc(C(=O)OCCC)cc1
energy relative to the best compared isomer or geometry (same formula, charge and spin)	2.6	kJ/mol
E_tot	-25577.3578	eV
2S+1	1

Geometry (Å):
C 0.096 -0.339 0.902
H -7.107 0.160 -0.827
H 7.935 -1.260 -1.825
H 6.081 0.346 1.036
C 2.209 0.748 0.501
H -4.979 -0.942 1.993
H -4.669 -1.638 -0.423
H 5.836 0.003 -1.391
O -4.111 0.577 0.917
C -5.220 -0.291 1.147
H -6.263 -1.923 0.274
O 4.208 -0.459 0.724
H -6.581 -1.090 -1.954
H -2.339 1.880 0.473
H 5.876 -1.410 1.321
H 2.117 2.813 -0.026
H -0.353 2.920 0.088
C 3.686 0.738 0.418
H -4.398 0.117 -2.243
C -5.576 -1.147 -0.068
C 6.104 -0.850 -0.765
C -5.292 0.623 -1.883
H -5.785 1.092 -2.732
C -2.888 0.011 0.981
C 7.610 -1.069 -0.806
H 1.990 -1.311 1.044
H -6.045 0.374 1.413
C -0.572 0.855 0.633
C 1.537 1.939 0.232
O 4.353 1.701 0.119
C 5.626 -0.577 0.660
O -2.679 -1.139 1.263
C 0.163 1.994 0.297
C -6.232 -0.370 -1.210
H -4.992 1.401 -1.187
H -0.471 -1.216 1.161
H 8.133 -0.190 -0.437
C 1.474 -0.387 0.835
H 5.585 -1.731 -1.148
N -1.958 0.967 0.682
H 7.891 -1.921 -0.190